Entry 1:
Below is a 12-piece molecular cluster, C12H48N24O12 overall at a distorted geometry, with properties calculated with wB97M-V/def2-TZVPD.

Output
HOMO level = -9.358 eV
molar mass = 720.7 g/mol
charge = 0
structure (SMILES) = NC(N)=O.NC(N)=O.NC(N)=O.NC(N)=O.NC(N)=O.NC(N)=O.NC(N)=O.NC(N)=O.NC(N)=O.NC(N)=O.NC(N)=O.NC(N)=O
LUMO energy = -0.09 eV

XYZ file:
```
96
Properties=species:S:1:pos:R:3:forces:R:3
N -0.031 4.023 -1.579 -1.7857 -0.1047 1.4511
C 1.242 4.384 -1.705 -0.6082 -0.8074 -0.1583
N 1.911 4.747 -0.626 0.7831 0.6806 1.9702
O 1.778 4.313 -2.779 1.2107 0.3931 -2.5659
H -0.474 3.733 -2.400 -0.5840 -0.3988 -1.2486
H -0.624 4.070 -0.760 0.5146 0.2996 -0.0443
H 2.881 4.934 -0.855 -0.2318 -0.2455 0.7298
H 1.591 4.402 0.278 0.5814 0.3678 -0.3406
N -2.032 -1.494 -1.866 1.5431 -0.5778 -0.2914
C -2.944 -2.080 -1.082 -4.6445 2.2078 -0.6882
N -2.593 -3.093 -0.319 1.5759 -1.3906 0.3853
O -4.153 -1.697 -1.040 1.9238 0.0842 -0.2156
H -2.193 -0.653 -2.379 -0.3354 0.1651 0.0777
H -1.137 -1.954 -1.998 -0.1074 0.3738 0.1362
H -1.697 -3.504 -0.551 -0.2785 -0.4870 0.5562
H -3.372 -3.643 0.005 0.2813 -0.1507 0.0966
N 4.635 3.115 -2.549 1.0814 1.7447 0.5586
C 3.864 2.025 -2.661 -0.0540 0.2059 -1.1814
N 3.115 1.935 -3.772 -0.8177 1.4844 -1.7384
O 3.915 1.108 -1.898 0.4695 -2.4102 2.3683
H 4.509 3.935 -3.137 0.0314 -0.5254 0.3047
H 5.276 3.168 -1.757 -0.6117 -0.0216 -0.4989
H 2.678 2.802 -4.109 0.1268 -0.9502 0.0980
H 2.759 1.031 -4.020 -0.3687 0.1803 0.2459
N 4.182 -1.768 1.011 -0.7434 0.7741 0.2505
C 3.764 -3.050 1.068 1.3570 -1.8314 -2.2718
N 3.361 -3.617 2.215 -0.6684 -0.5290 0.4670
O 3.950 -3.741 0.035 -0.5151 0.3152 0.6304
H 4.275 -1.516 0.039 0.1768 0.6265 0.2035
H 3.833 -1.090 1.675 0.1570 0.0526 -0.0797
H 3.255 -4.639 2.092 -0.3232 1.2660 0.3436
H 2.652 -3.090 2.729 0.2609 -0.5225 0.3407
N 0.931 -1.979 3.752 -0.3839 -0.2750 0.0198
C 1.948 -1.366 4.444 -0.0198 0.6506 -0.6181
N 2.204 -0.015 4.114 0.9872 -1.7213 1.1532
O 2.648 -1.991 5.219 0.1524 0.2555 0.1945
H 0.533 -2.862 4.110 0.4035 0.8999 -0.2426
H 0.404 -1.415 3.096 0.0145 -0.1536 0.2115
H 1.623 0.525 3.478 0.5587 -0.2970 0.1541
H 3.161 0.202 4.437 -1.2319 0.4357 -0.4735
N -2.908 5.599 1.131 1.2089 -0.6877 2.2595
C -2.202 4.711 1.956 -0.5642 0.5368 0.9086
N -1.766 5.160 3.258 -1.1056 0.1488 -1.3702
O -1.933 3.544 1.628 -0.3149 1.3817 -0.1426
H -3.230 5.322 0.182 -0.0547 -0.1065 0.5925
H -3.369 6.350 1.648 0.2592 -0.2960 -0.7552
H -2.237 5.956 3.703 0.3104 -0.4938 -0.6551
H -1.575 4.425 3.938 -0.1435 0.0090 -0.7147
N -0.193 -3.809 1.343 0.6141 0.0111 -0.6575
C -0.099 -4.907 2.131 -0.9203 0.6032 0.5053
N 0.609 -5.992 1.695 0.9806 -0.9108 -0.5454
O -0.718 -4.919 3.193 0.6615 -0.3258 0.0814
H 0.285 -3.687 0.444 -0.3058 -0.0608 0.7758
H -0.721 -3.064 1.773 0.0713 -0.1380 -0.4053
H 0.936 -6.622 2.406 -0.4491 -0.0136 0.3201
H 1.192 -6.073 0.865 -0.4611 0.8442 0.2104
N -1.878 1.250 3.927 -0.2424 0.6685 1.3335
C -3.090 0.663 4.024 -1.2253 0.3877 -0.0015
N -3.537 0.020 2.922 0.3109 -0.5838 -1.5178
O -3.819 0.785 4.990 -0.0569 0.0375 0.7148
H -1.239 0.870 3.284 1.2934 -0.3221 -0.6859
H -1.563 1.521 4.851 0.3676 -0.1028 -0.3959
H -4.493 -0.299 2.962 0.2602 -0.0449 -0.1706
H -3.004 -0.023 2.047 -0.5876 -0.0476 0.7539
N 0.978 -5.583 -2.622 -1.3074 0.5510 1.2175
C 1.248 -4.260 -2.189 1.6048 -1.2342 -1.1850
N 2.311 -3.630 -2.811 0.0556 0.1000 0.6748
O 0.584 -3.656 -1.374 -0.8273 0.0772 0.1269
H 1.685 -6.306 -2.712 0.1911 0.7555 -0.0725
H 0.153 -5.956 -2.117 0.8028 0.4090 -0.5645
H 2.764 -2.947 -2.175 -0.1487 -0.9398 -0.7026
H 2.920 -4.166 -3.420 -0.0939 0.1242 0.4227
N -0.715 -0.288 -5.115 -0.2417 -0.2306 -0.6846
C 0.022 -0.196 -3.965 -0.4795 1.3750 2.1732
N 1.028 -1.101 -3.701 -0.1590 -0.2562 -1.2141
O -0.274 0.672 -3.106 0.4737 -1.2365 -1.1552
H -1.581 0.261 -5.223 1.1704 -0.3371 0.4973
H -0.439 -0.809 -5.941 0.0730 0.0575 0.5826
H 1.626 -1.088 -2.883 -0.6427 0.6360 -0.1966
H 1.212 -1.901 -4.292 -0.2356 0.2464 0.0455
N -5.026 2.838 -2.283 0.0578 1.4006 -0.1416
C -4.390 3.452 -1.209 -0.4094 1.0194 0.6026
N -4.304 2.730 -0.031 0.0670 -0.8624 -0.7977
O -4.009 4.647 -1.260 -0.2216 -1.7664 -0.3119
H -5.448 3.493 -2.986 0.7515 -1.0718 1.2073
H -5.518 1.980 -2.099 -0.0799 -0.0091 -0.1013
H -3.583 2.992 0.642 -0.1556 0.1550 -0.2924
H -4.500 1.719 -0.027 0.1120 0.8970 -0.2225
N 0.868 -0.101 -0.112 -0.1350 -0.1859 0.5676
C 0.248 0.623 0.901 1.1879 0.6525 0.0973
N -0.407 1.753 0.412 1.2064 -2.5366 0.2303
O 0.431 0.310 2.124 -1.4065 0.8032 -2.7137
H 1.592 -0.784 0.069 -0.3440 0.2075 0.7475
H 0.903 0.199 -1.073 -0.5324 0.5495 0.0126
H -1.038 2.360 0.918 0.1049 -0.1874 0.4185
H -0.412 1.767 -0.597 -0.2230 0.2795 0.0039
```
Forces are in eV/Å.

Let us look at the Löwdin charges, expressed in e, one per atom: number 1, N, carries 0.1897; number 2, C, carries -0.7437; number 3, N, carries 0.1780; number 4, O, carries 0.0170; number 5, H, carries 0.0926; number 6, H, carries 0.0917; number 7, H, carries 0.1099; number 8, H, carries 0.1151; number 9, N, carries 0.1862; number 10, C, carries -0.7007; number 11, N, carries 0.1694; number 12, O, carries -0.0593; number 13, H, carries 0.0831; number 14, H, carries 0.0728; number 15, H, carries 0.0659; number 16, H, carries 0.1236; number 17, N, carries 0.1553; number 18, C, carries -0.7684; number 19, N, carries 0.1563; number 20, O, carries 0.0184; number 21, H, carries 0.1068; number 22, H, carries 0.1169; number 23, H, carries 0.0946; number 24, H, carries 0.0764; number 25, N, carries 0.1742; number 26, C, carries -0.6904; number 27, N, carries 0.1803; number 28, O, carries -0.0526; number 29, H, carries 0.0978; number 30, H, carries 0.0978; number 31, H, carries 0.1165; number 32, H, carries 0.0681; number 33, N, carries 0.1391; number 34, C, carries -0.6805; number 35, N, carries 0.1313; number 36, O, carries 0.0146; number 37, H, carries 0.1105; number 38, H, carries 0.0497; number 39, H, carries 0.0440; number 40, H, carries 0.1094; number 41, N, carries 0.1622; number 42, C, carries -0.5365; number 43, N, carries 0.1325; number 44, O, carries -0.0643; number 45, H, carries 0.0561; number 46, H, carries 0.1038; number 47, H, carries 0.0936; number 48, H, carries 0.0909; number 49, N, carries 0.1531; number 50, C, carries -0.6917; number 51, N, carries 0.1501; number 52, O, carries 0.0066; number 53, H, carries 0.0519; number 54, H, carries 0.0970; number 55, H, carries 0.0990; number 56, H, carries 0.0922; number 57, N, carries 0.1733; number 58, C, carries -0.7195; number 59, N, carries 0.1563; number 60, O, carries 0.0180; number 61, H, carries 0.0318; number 62, H, carries 0.1153; number 63, H, carries 0.1073; number 64, H, carries 0.1005; number 65, N, carries 0.1418; number 66, C, carries -0.6162; number 67, N, carries 0.1425; number 68, O, carries -0.0014; number 69, H, carries 0.0988; number 70, H, carries 0.1117; number 71, H, carries 0.1084; number 72, H, carries 0.1104; number 73, N, carries 0.1543; number 74, C, carries -0.6429; number 75, N, carries 0.1603; number 76, O, carries -0.0419; number 77, H, carries 0.1269; number 78, H, carries 0.1029; number 79, H, carries 0.0806; number 80, H, carries 0.0882; number 81, N, carries 0.1371; number 82, C, carries -0.5998; number 83, N, carries 0.1670; number 84, O, carries -0.0363; number 85, H, carries 0.1300; number 86, H, carries 0.0893; number 87, H, carries 0.0561; number 88, H, carries 0.1085; number 89, N, carries 0.1770; number 90, C, carries -0.5116; number 91, N, carries 0.1816; number 92, O, carries -0.0894; number 93, H, carries 0.0847; number 94, H, carries 0.0552; number 95, H, carries 0.0214; number 96, H, carries 0.0675

Entry 2:
Below is one molecule with the formula C2H4N2OS at a distorted geometry, with properties calculated with wB97M-V/def2-TZVPD.

Output
HOMO level = -9.093 eV
molar mass = 104.1 g/mol
charge = 0
structure (SMILES) = N/N=C\OC=S
LUMO energy = 0.21 eV

XYZ file:
```
10
Properties=species:S:1:pos:R:3:forces:R:3
N -1.152 1.127 -0.151 -0.3785 1.1810 0.5330
N -1.519 -0.115 0.048 -0.4955 -1.2410 0.0813
C -0.670 -1.025 -0.117 0.3513 -0.6329 0.4353
O 0.629 -0.728 -0.545 0.0520 -0.1955 -0.8140
C 1.549 -0.273 0.297 0.3589 0.3354 1.1245
S 3.025 0.220 -0.153 -0.5169 -0.1975 0.0637
H -1.902 1.785 -0.125 -0.0018 0.2163 -0.1690
H -0.306 1.331 -0.628 0.5629 0.2943 -0.4755
H -0.878 -2.084 0.009 -0.0318 0.3477 -0.0114
H 1.223 -0.239 1.365 0.0994 -0.1077 -0.7678
```
Forces are in eV/Å.

Let us look at the Löwdin charges, expressed in e, one per atom: number 1, N, carries 0.0371; number 2, N, carries -0.0167; number 3, C, carries -0.2127; number 4, O, carries -0.1246; number 5, C, carries -0.7672; number 6, S, carries 0.6807; number 7, H, carries 0.0979; number 8, H, carries 0.0868; number 9, H, carries 0.1268; number 10, H, carries 0.0920

Entry 3:
Below is an isolated ion of composition C3H7N2O2 and charge +1 at a distorted geometry, with properties calculated with wB97M-V/def2-TZVPD.

Output
HOMO level = -14.702 eV
molar mass = 103.1 g/mol
charge = +1
structure (SMILES) = [NH2+]=C(CC=O)NO
LUMO energy = -4.15 eV

XYZ file:
```
14
Properties=species:S:1:pos:R:3:forces:R:3
N -0.070 1.805 -0.132 0.6531 0.8093 -0.5090
C -0.077 0.426 -0.150 -0.5745 2.5373 -0.2894
C 0.364 -0.207 1.108 0.3331 -1.3009 1.0607
C 0.535 -1.740 1.093 -0.3632 -0.7797 0.6785
O 0.760 -2.248 0.022 -0.0677 -0.5482 1.0739
N -0.669 -0.346 -1.045 -0.8171 6.4592 0.8996
O -1.161 -0.058 -2.269 -0.6263 -0.2240 -0.3346
H -0.436 2.373 -0.919 0.2202 -0.9390 0.6284
H 0.508 2.491 0.506 -1.4225 -2.7453 -1.2029
H -0.355 0.202 1.842 0.7890 -0.4240 0.2344
H 1.426 -0.031 1.337 -0.3179 1.1051 0.1830
H 0.548 -2.338 2.146 -0.0135 1.3433 -2.2752
H -0.333 -1.189 -1.086 2.0949 -6.5077 0.2295
H -1.040 0.860 -2.452 0.1125 1.2145 -0.3768
```
Forces are in eV/Å.

Let us look at the Löwdin charges, expressed in e, one per atom: number 1, N, carries 0.1809; number 2, C, carries -0.2390; number 3, C, carries -0.0554; number 4, C, carries -0.1838; number 5, O, carries 0.0673; number 6, N, carries 0.0884; number 7, O, carries 0.1326; number 8, H, carries 0.1313; number 9, H, carries 0.2048; number 10, H, carries 0.1547; number 11, H, carries 0.1543; number 12, H, carries 0.1899; number 13, H, carries 0.0672; number 14, H, carries 0.1068